[1]
# C3H4N4O

One molecule with the formula C3H4N4O (the ωB97M-V functional and the def2-TZVPD basis, the Open Molecules 2025 dataset).

Each line ends with the natural charge from an NBO analysis.
CARTESIAN COORDINATES (ANGSTROEM)
O1 -1.0490 -1.2034 0.0152  -0.466
N1 1.2168 -0.6262 -0.2372  -0.415
N2 -0.5493 1.1356 -0.0018  -0.232
N3 -2.9221 0.3456 -0.0835  -0.331
N4 -1.8683 1.3480 -0.0589  0.050
C1 0.0061 -0.1819 0.0414  0.595
C2 2.3149 0.2743 0.0079  -0.477
C3 -2.3770 -0.7934 -0.0473  0.435
H1 2.3564 0.4637 1.1490  0.217
H2 2.6353 1.3624 -0.6380  0.223
H3 3.3191 -0.4327 -0.2172  0.207
H4 -3.0828 -1.6919 0.0705  0.194

structure (SMILES) = C/N=c1\nnnco1
electronic energy = -11178.150 eV
strongest force on any atom = 5.21 eV Å⁻¹
total charge = 0
relative energy (zero: lowest compared OMol25 entry of this formula, charge and spin) = 5.8189 eV
LUMO = -1.45 eV


[2]
# C16H30Cl2OSSi3Ti

C16H30Cl2OSSi3Ti as an isolated structure (the ωB97M-V functional and the def2-TZVPD basis, the Open Molecules 2025 dataset).

Each line ends with the natural charge from an NBO analysis.
CARTESIAN COORDINATES (ANGSTROEM)
Ti1 -0.2692 0.1862 0.4461  1.401
Cl1 -1.2252 2.1507 1.6332  0.184
Cl2 -0.7040 1.9747 -3.7850  0.111
S1 -1.7139 0.5412 -1.1942  0.073
Si1 -0.5889 -2.3043 2.1825  1.706
Si2 2.1059 -1.0161 0.8182  1.973
Si3 0.1267 -2.6650 -1.0362  1.748
O1 1.6021 0.6066 0.2269  -0.913
C1 0.8283 -1.6416 -2.4523  -1.145
C2 2.7193 -0.6650 2.5224  -1.178
C3 -0.1487 4.1206 -2.2807  -0.194
C4 2.4594 1.6735 -0.2732  -0.233
C5 -1.6459 -3.0489 -1.4654  -1.140
C6 3.4331 -1.6782 -0.2738  -1.179
C7 0.6047 -3.0858 3.3773  -1.133
C8 -0.8714 2.9257 0.0796  0.041
C9 -1.3717 -0.7575 2.9489  -1.161
C10 -1.9648 -3.4781 1.7736  -1.130
C11 1.0426 -4.2555 -0.7296  -1.144
C12 -0.0511 4.8213 -1.0860  -0.137
C13 -0.3900 4.2202 0.1154  -0.262
C14 -0.6059 2.8128 -2.2913  -0.015
C15 0.3133 -1.6246 0.6324  -1.732
C16 -1.0128 2.1785 -1.1017  -0.340
H1 4.2588 -0.9618 -0.3007  0.278
H2 0.0314 -3.7243 4.0543  0.278
H3 0.1250 4.5875 -3.2167  0.268
H4 -2.1722 -0.2847 2.3654  0.251
H5 1.8223 2.5022 -0.5713  0.213
H6 3.8252 -2.5881 0.1885  0.286
H7 -0.6635 -0.0056 3.3125  0.242
H8 -0.0053 -1.2826 -3.0590  0.263
H9 -0.2995 4.7434 1.0571  0.265
H10 0.2994 5.8443 -1.0914  0.262
H11 -1.8923 -1.1242 3.8401  0.313
H12 2.1156 -4.1313 -0.5838  0.246
H13 -1.6123 -4.4065 1.3232  0.261
H14 0.9076 -4.9169 -1.5890  0.276
H15 -2.7280 -3.0461 1.1269  0.256
H16 -2.0386 -3.9098 -0.9287  0.262
H17 3.0125 1.2961 -1.1300  0.222
H18 1.4525 -2.2628 -3.0996  0.273
H19 1.9570 -0.2582 3.1879  0.253
H20 -2.4412 -3.7411 2.7223  0.273
H21 3.1310 1.9763 0.5263  0.224
H22 -1.6447 -3.3059 -2.5293  0.272
H23 -2.3519 -2.2248 -1.3474  0.239
H24 1.1443 -2.3683 3.9925  0.253
H25 1.3252 -3.7323 2.8711  0.256
H26 0.6393 -4.7709 0.1451  0.250
H27 3.1248 -1.5687 2.9806  0.286
H28 3.1328 -1.9161 -1.2900  0.276
H29 1.4208 -0.7665 -2.1783  0.223
H30 3.5431 0.0519 2.4604  0.276

electronic energy = -101743.846 eV
strongest force on any atom = 0.31 eV Å⁻¹
total charge = +2
LUMO = -7.62 eV


[3]
# C63H61BBrIN5OPPt

C63H61BBrIN5OPPt as an isolated structure (the ωB97M-V functional and the def2-TZVPD basis, the Open Molecules 2025 dataset).

Each line ends with the Löwdin charge.
CARTESIAN COORDINATES (ANGSTROEM)
Pt1 0.4734 -0.1956 0.0731  0.527
I1 3.2762 -0.0578 -1.0908  1.235
Br1 -0.9327 -5.6318 -7.3110  0.697
P1 1.6859 0.0434 2.1213  0.947
O1 -1.9841 -1.8047 0.5084  -0.187
N1 -1.6152 -7.2407 -0.6909  0.020
N2 -0.9642 -7.8529 -1.6522  0.016
N3 0.3452 -2.7069 -0.6860  0.068
N4 -2.0744 2.0132 -0.1839  0.096
N5 0.0053 2.5720 -1.0861  0.007
C1 -0.0556 1.1675 -3.5950  -0.376
C2 -1.9237 -6.3161 -3.3421  -0.024
C3 -0.9839 -6.3282 -5.5451  -0.709
C4 -1.8425 -3.2060 0.2147  -0.204
C5 -2.4425 -0.8849 -1.7800  -0.016
C6 3.5202 0.0962 2.4569  -0.271
C7 5.1383 -0.0304 4.2874  -0.063
C8 1.2712 3.0925 4.9316  -0.075
C9 -2.0324 -1.5751 1.9575  0.046
C10 -0.0128 3.5433 4.6584  -0.079
C11 0.5589 -1.3652 4.3367  -0.094
C12 -3.6428 0.1094 0.3406  -0.111
C13 -1.6093 -5.9408 -0.4059  -0.263
C14 -0.1180 -7.8157 -3.8816  -0.036
C15 4.5088 0.7698 1.6519  -0.183
C16 1.1885 2.6216 -1.8891  -0.162
C17 -3.0258 -1.0574 -0.3929  -0.166
C18 5.3713 1.8333 -0.3748  -0.176
C19 -4.2599 4.9607 1.1333  -0.060
C20 -0.7401 2.9572 3.6292  -0.064
C21 -4.3976 2.3757 0.7153  -0.084
C22 -1.9143 -5.8379 -4.6433  -0.133
C23 0.1427 -2.5335 4.9714  -0.079
C24 3.8881 -0.3329 3.7106  -0.101
C25 -1.9984 3.3899 -0.5432  -0.093
C26 1.7045 -4.5203 -1.4926  -0.046
C27 0.3758 -3.7708 4.3859  -0.080
C28 2.4507 4.2661 -0.2705  -0.347
C29 2.2989 1.9631 -3.9305  -0.069
C30 1.0985 1.4442 3.1708  -0.363
C31 1.1779 1.9164 -3.1105  -0.175
C32 -4.8288 3.8043 0.2804  -0.375
C33 4.4598 1.0282 0.2481  -0.572
C34 -2.8299 -4.0963 0.6125  -0.028
C35 6.6307 2.0503 1.6380  -0.034
C36 -5.3477 1.8534 1.5871  -0.050
C37 -1.0111 -7.3031 -2.9288  -0.317
C38 1.8251 2.0497 4.1957  -0.073
C39 -4.9137 4.0195 -1.2472  -0.056
C40 1.0493 -3.8435 3.1701  -0.066
C41 -2.7154 -5.4326 0.3400  -0.034
C42 5.7026 1.2130 2.3049  -0.157
C43 1.4474 -3.1770 -1.2548  -0.193
C44 -0.8338 3.6865 -1.1029  -0.064
C45 5.9919 0.7894 3.6236  -0.029
C46 -0.5103 -5.0074 -0.6935  -0.067
C47 6.4435 2.4029 0.3379  -0.064
C48 -5.4958 0.5072 1.8659  -0.067
C49 3.3885 3.4264 -2.3909  -0.090
C50 0.2679 -0.2352 -4.1136  -0.057
C51 -3.3229 1.5048 0.2740  -0.054
C52 1.2195 -1.4303 3.1115  -0.396
C53 0.7183 -5.4350 -1.1960  0.000
C54 2.2949 3.3988 -1.5222  -0.140
C55 -0.7853 1.9973 -4.6587  -0.043
C56 -4.7156 -0.3401 1.1247  -0.068
C57 -0.1801 1.9266 2.8878  -0.121
C58 2.1661 5.7407 -0.5974  -0.052
C59 -0.0906 -7.3235 -5.1750  -0.137
C60 1.6844 3.8349 0.9754  -0.053
C61 1.4740 -2.6808 2.5430  -0.106
C62 -0.6490 -3.6101 -0.3978  -0.145
C63 3.4093 2.7130 -3.5737  -0.092
B1 -0.6686 1.4535 -0.4312  -0.555
H1 0.8977 -6.4882 -1.3522  0.110
H2 -2.8845 -0.0010 -2.2456  0.107
H3 1.2311 -4.8070 2.7042  0.112
H4 2.4816 6.3791 0.2333  0.081
H5 -2.6614 -1.7630 -2.3921  0.099
H6 -2.6274 -5.0875 -4.9601  0.096
H7 0.5606 -8.6020 -3.5715  0.109
H8 -0.1337 2.1813 -5.5186  0.082
H9 7.5040 2.3895 2.1847  0.115
H10 0.0344 -4.6772 4.8741  0.106
H11 -3.7982 -1.8075 -0.4681  0.129
H12 -0.5156 4.6392 -1.5018  0.126
H13 1.7891 2.7609 1.1327  0.050
H14 0.8424 -0.2042 -5.0438  0.077
H15 -4.6279 4.8532 2.1574  0.079
H16 5.2903 1.9929 -1.4441  0.075
H17 -1.2112 -2.1509 2.3439  0.085
H18 0.6164 -7.7117 -5.8970  0.097
H19 -0.7146 1.5064 2.0448  0.048
H20 -5.7014 3.3755 -1.6469  0.085
H21 0.6190 4.0567 0.9110  0.073
H22 -5.8802 3.8154 0.5509  0.106
H23 -3.1737 5.0048 1.1974  0.063
H24 -3.4884 -6.1314 0.6326  0.107
H25 1.0961 5.9032 -0.7551  0.066
H26 -0.6575 -0.7827 -4.3184  0.081
H27 -1.3653 -0.7504 -1.7544  0.020
H28 -0.7317 1.0507 -2.7546  0.076
H29 6.9216 1.1151 4.0767  0.117
H30 -1.7362 3.3167 3.3879  0.104
H31 -4.6173 5.9209 0.7492  0.081
H32 2.2957 1.4261 -4.8745  0.114
H33 2.6563 -4.8284 -1.9050  0.106
H34 3.1714 -0.8707 4.3139  0.101
H35 -1.0953 2.9632 -4.2517  0.078
H36 -2.6572 -5.9473 -2.6368  0.107
H37 5.3749 -0.3951 5.2805  0.111
H38 -4.0094 3.8004 -1.8050  0.059
H39 4.2496 4.0307 -2.1143  0.118
H40 -3.7055 -3.7354 1.1457  0.119
H41 -0.3736 -2.4703 5.9235  0.105
H42 -5.1954 5.0561 -1.4523  0.082
H43 -1.8879 -0.5191 2.1395  0.091
H44 -0.4408 4.3544 5.2372  0.104
H45 1.8536 3.5589 5.7189  0.105
H46 -6.2653 0.1424 2.5349  0.108
H47 1.9855 -2.7411 1.5855  0.097
H48 -1.6790 1.4716 -5.0116  0.080
H49 2.8305 1.7260 4.4236  0.094
H50 7.1476 3.0512 -0.1701  0.110
H51 2.1962 -2.4439 -1.5239  -0.019
H52 2.6968 6.0604 -1.4965  0.077
H53 -2.7751 4.0856 -0.3591  0.056
H54 -4.9407 -1.4014 1.1300  0.115
H55 -2.9728 -1.9180 2.3716  0.102
H56 3.5077 4.1986 -0.0141  0.120
H57 0.3566 -0.4033 4.7931  0.105
H58 4.2815 2.7406 -4.2173  0.108
H59 2.0844 4.3548 1.8532  0.094
H60 -6.0757 2.5434 2.0040  0.118
H61 0.8426 -0.8027 -3.3732  0.062

<S²> = 2.03
electronic energy = -167170.802 eV
strongest force on any atom = 0.54 eV Å⁻¹
multiplicity = 3
total charge = 0
relative energy (zero: lowest compared OMol25 entry of this formula, charge and spin) = 4.3561 eV
LUMO (alpha / beta) = -0.20 / -0.54 eV


[4]
# C5H8O

One molecule with the formula C5H8O (the ωB97M-V functional and the def2-TZVPD basis, the Open Molecules 2025 dataset).

Each line ends with the natural charge from an NBO analysis.
CARTESIAN COORDINATES (ANGSTROEM)
O1 0.9067 0.4587 -1.6683  -0.734
C1 -1.4388 -0.0180 0.7284  -0.420
C2 1.0910 -0.4950 1.0681  -0.622
C3 -0.9961 -0.2436 -0.6337  -0.095
C4 -0.0419 0.3760 0.5532  -0.179
C5 -0.3506 -0.1484 -1.7633  0.087
H1 -0.5381 -0.4986 -2.7739  0.187
H2 -2.1344 0.8052 0.8131  0.237
H3 0.9729 -1.5126 0.6848  0.213
H4 0.7652 1.4028 -1.8030  0.471
H5 1.0938 -0.5439 2.1665  0.204
H6 -1.6171 -0.8894 1.3339  0.226
H7 2.0794 -0.1381 0.7514  0.225
H8 0.2080 1.4449 0.5427  0.201

structure (SMILES) = C[C@@H]1C/C1=C/O
electronic energy = -7358.560 eV
strongest force on any atom = 2.44 eV Å⁻¹
total charge = 0
relative energy (zero: lowest compared OMol25 entry of this formula, charge and spin) = 3.6957 eV
LUMO = 0.95 eV